# C30H45BrN2P2PbS

A structure of composition C30H45BrN2P2PbS at a distorted geometry (ωB97M-V/def2-TZVPD, the Open Molecules 2025 dataset).

## Properties
Energy   -5125.84915 hartree
E_HOMO (alpha / beta)   -18.8 / -18.8 eV
Charge   +4
Frontier orbital gap (alpha / beta)   3.1 / 3.1 eV
Molar mass   814.82 g mol⁻¹
Energy relative to the best compared isomer or geometry (same formula, charge and spin)   15.82 kcal per mole
Multiplicity   1

Last column: Mulliken charge in e.
Element x y z (Å)
1 N -4.75922 -1.04767 3.23448  -0.312
2 C -3.99989 -0.06742 3.71412  -0.792
3 C -3.55945 0.98655 2.91075  -0.203
4 C -4.02512 1.09347 1.56860  0.475
5 C -4.73896 -0.01728 1.05551  -0.076
6 C -5.13927 -1.03040 1.95542  -0.712
7 C -3.71665 2.24123 0.74233  -0.250
8 Pb 0.57630 0.11041 0.34755  0.592
9 P 2.74482 0.53073 -1.30912  0.475
10 C -3.68810 2.27850 -0.63235  -0.437
11 C -2.54968 2.77088 -1.37771  0.937
12 C -2.34835 2.37585 -2.72265  -0.733
13 C -1.14626 2.62043 -3.38069  -0.342
14 C -0.12781 3.32443 -2.72885  -0.003
15 C -0.31466 3.79399 -1.42723  -0.639
16 C -1.52318 3.54214 -0.75956  -0.595
17 Br 1.35711 4.02412 -3.81376  0.129
18 H -3.36892 3.10864 1.31455  0.748
19 H -4.47385 1.79927 -1.23253  0.667
20 H -2.87182 1.71533 3.33176  0.482
21 H -5.01310 -0.11790 -0.00148  0.412
22 H -3.71681 -0.12078 4.77055  0.634
23 H -5.76648 -1.86658 1.61782  0.450
24 H -3.13789 1.83821 -3.23827  0.508
25 H -1.67346 3.92319 0.25094  0.352
26 H -0.97444 2.30788 -4.39853  0.559
27 H 0.49237 4.36847 -0.96498  0.581
28 P -0.31438 -2.52466 -0.32296  0.734
29 C 3.24840 2.17941 -0.67177  -0.510
30 C 3.92452 3.20402 -1.57134  -0.809
31 H 3.90628 1.94088 0.18197  0.546
32 H 2.33647 2.64907 -0.25493  0.288
33 H 4.16045 4.08156 -0.95272  0.425
34 H 4.84584 2.84027 -2.03938  0.285
35 H 3.24826 3.55783 -2.36280  -0.167
36 C 2.15336 0.64469 -3.03827  0.919
37 C 3.14054 0.75449 -4.20273  -1.414
38 H 1.49787 1.53087 -3.04625  -0.935
39 H 1.50707 -0.23609 -3.20928  0.253
40 H 2.54126 0.99538 -5.08998  0.441
41 H 3.88943 1.54512 -4.06200  0.304
42 H 3.64897 -0.19342 -4.42017  0.374
43 C 4.13696 -0.62756 -1.29607  -0.438
44 C 5.52753 -0.01956 -1.46927  -1.353
45 H 3.91944 -1.32743 -2.11985  0.489
46 H 4.09373 -1.20081 -0.35136  0.396
47 H 6.25328 -0.83922 -1.39933  0.429
48 H 5.65109 0.46224 -2.44814  0.303
49 H 5.77083 0.71002 -0.68663  0.326
50 C 0.59018 -3.99530 0.32057  -0.789
51 C 2.08671 -4.01258 0.01589  -1.086
52 H 0.07961 -4.87684 -0.10377  0.553
53 H 0.41697 -4.01250 1.40663  0.344
54 H 2.52049 -4.96277 0.35683  0.426
55 H 2.27515 -3.91178 -1.06086  0.284
56 H 2.62110 -3.21338 0.54615  0.164
57 C -0.27832 -2.79051 -2.13752  -0.621
58 C -1.16819 -1.84241 -2.93321  -1.225
59 H -0.56403 -3.83871 -2.30639  0.550
60 H 0.77372 -2.69569 -2.43829  0.350
61 H -1.02415 -2.01193 -4.00610  0.443
62 H -2.22538 -2.00835 -2.70126  0.353
63 H -0.94020 -0.78517 -2.74647  0.158
64 C -2.05676 -2.99534 0.08424  -0.546
65 C -2.32706 -3.15997 1.57875  -0.997
66 H -2.26478 -3.92967 -0.46450  0.516
67 H -2.70010 -2.21172 -0.34769  0.178
68 H -3.37723 -3.43841 1.73502  0.379
69 H -1.68561 -3.93390 2.02238  0.374
70 H -2.16867 -2.21673 2.12032  0.007
71 S 1.73767 -0.99439 2.55824  -0.219
72 C 0.74019 -0.25906 3.74718  0.100
73 N -0.16291 -1.06365 4.40918  0.019
74 C -0.99523 -0.61597 5.39518  -0.529
75 C -0.78040 0.64251 5.89972  -0.579
76 C 0.08043 1.52186 5.22558  -0.280
77 C 0.84422 1.08064 4.14157  -0.494
78 H -0.25455 -2.02207 4.07474  0.289
79 H -1.74294 -1.30985 5.74859  0.612
80 H -1.31864 0.95720 6.78991  0.451
81 H 0.11852 2.57633 5.49439  0.490
82 H 1.52571 1.71733 3.58150  0.533

Forces on the atoms, in the same order (eV/Å):
-0.41 -0.06 -0.17
0.65 0.70 -0.39
-0.34 0.35 0.86
0.55 0.68 -1.31
-0.82 -1.13 0.09
0.23 0.33 -0.87
0.28 -1.16 3.96
-0.10 -0.57 0.42
0.03 -0.09 -0.09
1.42 0.61 -4.35
-2.11 -0.43 1.99
0.85 -0.49 -1.72
-1.29 -0.70 0.25
1.03 1.71 -1.57
-0.81 0.18 1.74
2.32 0.42 0.12
-2.24 -0.69 1.11
0.16 -0.12 -0.22
0.31 -0.12 0.29
-0.27 0.13 -0.06
-0.10 0.24 0.52
-0.13 0.01 -0.44
0.31 0.40 0.12
0.05 0.07 -0.06
0.18 0.08 -0.32
-0.27 -0.09 -0.16
-0.48 -0.04 -0.02
-0.01 -0.91 -0.37
-0.15 -0.14 0.39
0.13 0.35 -0.35
-0.27 0.10 -0.12
0.26 -0.26 0.02
0.12 -0.24 -0.23
-0.18 0.08 0.20
0.50 -0.31 0.42
-0.57 -0.01 0.06
0.15 0.08 -0.11
0.13 -0.50 0.04
0.15 0.30 0.15
0.28 -0.01 0.07
-0.20 -0.24 -0.05
-0.05 0.26 0.19
0.04 -0.48 0.31
0.29 0.08 -0.14
0.06 0.06 0.30
0.00 0.20 -0.40
-0.07 0.29 -0.05
-0.02 -0.14 0.25
-0.07 -0.21 -0.16
0.03 0.29 0.34
0.12 -0.08 -0.03
0.12 0.30 0.08
0.13 -0.07 -0.26
-0.10 0.27 -0.19
0.05 -0.12 0.25
-0.14 -0.09 -0.10
0.32 0.09 0.12
-0.10 -0.05 -0.21
0.06 0.22 -0.02
-0.18 -0.05 -0.06
-0.13 0.01 0.19
0.13 0.03 -0.13
0.07 -0.04 0.10
0.06 0.54 -0.09
-0.14 -0.02 0.06
0.12 0.30 0.16
0.03 -0.27 0.11
0.32 -0.10 0.04
-0.33 0.19 -0.08
0.09 -0.07 -0.06
0.12 -0.15 -1.06
-0.52 -0.14 0.86
-0.33 0.90 -0.44
1.35 -0.12 -0.19
-0.51 0.27 0.03
0.31 -0.03 -0.58
-0.66 -0.34 0.31
0.11 0.18 0.11
0.16 -0.13 0.25
-0.05 0.05 -0.27
0.16 -0.29 0.29
-0.14 -0.05 0.33